Entry 1:
14
Properties=species:S:1:pos:R:3 method="wB97M-V/def2-TZVPD" e_homo_ev="-4.34 / -2.39" charge=-1 lumo_ev="3.9 / 3.6"
H -2.014 -1.319 -0.513
O -1.393 1.993 -0.046
O -2.237 -0.155 0.814
H 1.035 1.389 -0.631
N 0.264 -1.025 1.532
H 2.005 0.688 -1.959
H 1.040 -1.302 2.067
C 0.307 0.363 1.248
O -1.565 -1.356 -1.328
S -1.115 0.606 0.271
H -0.044 -1.799 0.901
C 2.017 1.213 -0.936
O -0.920 -0.087 -1.305
H 2.620 0.792 -0.116

Entry 2:
14
Properties=species:S:1:pos:R:3 method="wB97M-V/def2-TZVPD" e_homo_ev=-3.51 charge=-1 lumo_ev=4.0 smiles="CC(N)=[S@@](=O)([O-])OO"
H -2.484 -0.428 -1.334
O 1.475 1.425 -0.437
S 0.877 -0.575 -0.136
H -1.327 0.653 1.421
H 2.569 0.660 0.859
O 1.563 -0.829 1.133
C -1.492 -0.040 -1.098
C -0.877 -0.811 0.041
O 1.425 -1.302 -1.261
H -0.666 -0.754 2.007
N -1.280 -0.362 1.307
H -0.847 -0.160 -1.964
O 2.650 1.490 0.348
H -1.587 1.031 -0.886

ΔE to the lowest compared entry with this formula, charge and spin, record by record: 179.7; 98.2 kcal per mole
Total energy, record by record: -833.45991; -833.58985 Eh